Entry i
The molecule C2H5NO. Source: OMol25; level of theory: ωB97M-V/def2-TZVPD.

Its lowest unoccupied orbital energy is 0.966 eV. The total charge is 0.

Element x y z (Å)
H1 -1.221 -0.875 -1.026
H2 -1.199 0.763 -1.257
H3 -0.423 1.180 0.779
H4 0.281 -0.189 -1.636
N1 -0.181 0.289 0.364
C1 0.810 -0.250 1.048
H5 1.357 -1.107 0.594
C2 -0.555 -0.016 -0.972
O1 1.131 0.206 2.106

These are the Mulliken partial charges, in e, on atoms 1 to 5: atom 1 (H): 0.284, atom 2 (H): 0.339, atom 3 (H): 0.261, atom 4 (H): 0.305, atom 5 (N): -0.159

=====

Entry ii
A cluster of 2 separate species, C2H5NO in total. Source: OMol25; level of theory: ωB97M-V/def2-TZVPD.

Its lowest unoccupied orbital energy is 0.922 eV. The total charge is 0.

Element x y z (Å)
C1 -1.986 -0.055 0.182
H1 1.190 0.773 1.159
H2 2.469 -1.346 -0.410
H3 -3.057 -0.087 0.305
O1 -1.397 0.381 -0.824
C2 2.199 -0.316 -0.031
H4 -1.423 -0.686 0.889
H5 2.886 0.521 -0.245
N1 1.119 0.000 0.570

These are the Mulliken partial charges, in e, on atoms 1 to 5: atom 1 (C): -0.107, atom 2 (H): 0.204, atom 3 (H): 0.221, atom 4 (H): 0.275, atom 5 (O): -0.407

=====

It is entry i that is the most stable of them.

=====

Entry i
The molecule C2H5NO. Source: OMol25; level of theory: ωB97M-V/def2-TZVPD.

Its lowest unoccupied orbital energy is 0.886 eV. The total charge is 0.

Element x y z (Å)
H1 1.770 -0.383 -0.256
O1 -0.225 -1.216 1.438
H2 0.531 -1.266 -1.205
H3 -0.705 1.276 -0.290
H4 -1.671 1.066 1.183
C1 -0.196 -0.350 0.587
N1 -0.959 0.767 0.531
C2 0.750 -0.366 -0.634
H5 0.705 0.472 -1.354

These are the Mulliken partial charges, in e, on atoms 1 to 5: atom 1 (H): 0.238, atom 2 (O): -0.597, atom 3 (H): 0.237, atom 4 (H): 0.204, atom 5 (H): 0.212

=====

Entry ii
The molecule C2H5NO. Source: OMol25; level of theory: ωB97M-V/def2-TZVPD.

Its lowest unoccupied orbital energy is 1.135 eV. The total charge is 0.

Element x y z (Å)
H1 -0.779 1.180 -0.901
H2 0.875 0.561 1.786
C1 -0.140 0.383 -0.858
C2 -0.404 -0.606 0.329
H3 -0.053 -0.074 -1.951
H4 -0.064 -1.650 0.082
O1 1.148 0.759 -0.258
H5 -1.395 -0.593 0.839
N1 0.812 0.041 0.932

These are the Mulliken partial charges, in e, on atoms 1 to 5: atom 1 (H): 0.233, atom 2 (H): 0.220, atom 3 (C): -0.233, atom 4 (C): -0.295, atom 5 (H): 0.190

=====

Entry iii
A cluster of 2 separate species, C2H5NO in total. Source: OMol25; level of theory: ωB97M-V/def2-TZVPD.

Its lowest unoccupied orbital energy is 0.437 eV. The total charge is 0.

Element x y z (Å)
C1 0.185 1.051 -0.178
H1 -0.689 0.977 0.490
H2 -0.062 0.561 -1.135
O1 -0.765 -1.929 -0.358
H3 0.391 2.117 -0.371
N1 2.125 -0.056 1.302
H4 -1.056 -1.691 0.551
C2 1.264 0.427 0.651
H5 -1.391 -1.455 -0.951

These are the Mulliken partial charges, in e, on atoms 1 to 5: atom 1 (C): -0.668, atom 2 (H): 0.219, atom 3 (H): 0.197, atom 4 (O): -0.658, atom 5 (H): 0.303

=====

It is entry i that is the most stable of them.

=====

Entry i
A structure of composition C3H7N3O. Source: OMol25; level of theory: ωB97M-V/def2-TZVPD.

Its lowest unoccupied orbital energy is -0.094 eV. The total charge is 0.

Element x y z (Å)
O1 -1.194 -0.218 -0.543
N1 0.136 -0.444 -0.059
H1 -0.972 3.134 1.729
C1 -0.015 -2.019 -1.814
H2 -1.284 1.019 2.050
H3 1.853 -0.060 0.674
H4 -0.978 -1.612 -2.354
H5 -1.174 0.998 -0.366
C2 0.574 -1.692 -0.504
H6 1.598 -1.915 -0.013
C3 0.910 0.587 0.634
H7 0.624 -2.956 -2.226
N2 -0.730 1.782 1.150
N3 0.747 1.788 1.045

These are the Mulliken partial charges, in e, on atoms 1 to 5: atom 1 (O): -0.547, atom 2 (N): 0.176, atom 3 (H): 0.315, atom 4 (C): -0.588, atom 5 (H): 0.317

=====

Entry ii
A cluster of 2 separate species, C3H7N3O in total. Source: OMol25; level of theory: ωB97M-V/def2-TZVPD.

Its lowest unoccupied orbital energy is 0.842 eV. The total charge is 0.

Element x y z (Å)
H1 2.214 -1.530 0.606
H2 -0.570 -1.835 -0.608
C1 -0.331 2.321 -0.437
C2 1.731 -0.771 -0.024
H3 -2.615 -1.231 0.182
O1 0.786 2.693 -0.427
H4 1.644 -1.164 -1.042
N1 0.418 -0.398 0.463
C3 -0.731 -1.024 0.112
N2 -1.874 -0.645 0.554
H5 0.358 0.242 1.243
N3 -1.505 2.028 -0.512
H6 2.364 0.121 -0.064
H7 -1.888 1.193 -0.046

These are the Mulliken partial charges, in e, on atoms 1 to 5: atom 1 (H): 0.296, atom 2 (H): 0.296, atom 3 (C): 0.648, atom 4 (C): -0.868, atom 5 (H): 0.196

=====

Entry iii
The molecule C3H7N3O. Source: OMol25; level of theory: ωB97M-V/def2-TZVPD.

Its lowest unoccupied orbital energy is 0.967 eV. The total charge is 0.

Element x y z (Å)
H1 -1.271 0.560 1.752
C1 -0.209 0.313 1.837
N1 0.465 0.313 0.550
H2 0.282 1.032 2.490
N2 -0.347 -0.306 -0.498
H3 0.102 -2.294 -0.199
C2 0.042 -1.584 -1.023
H4 0.994 2.316 -0.054
H5 0.999 -1.556 -1.556
N3 0.344 1.554 -0.160
O1 -0.403 1.279 -2.402
H6 -0.096 -0.686 2.256
H7 -0.740 -1.902 -1.712
C3 -0.161 0.962 -1.281

These are the Mulliken partial charges, in e, on atoms 1 to 5: atom 1 (H): 0.350, atom 2 (C): -0.738, atom 3 (N): -0.079, atom 4 (H): 0.288, atom 5 (N): -0.071

=====

It is entry ii that is the most stable of them.

=====

Entry i
The molecule C3H7N3O. Source: OMol25; level of theory: ωB97M-V/def2-TZVPD.

Its lowest unoccupied orbital energy is 0.777 eV. The total charge is 0.

Element x y z (Å)
N1 -3.360 -0.199 0.171
H1 -1.188 0.096 1.279
C1 2.579 0.166 0.187
H2 3.132 -0.731 0.489
H3 2.621 0.248 -0.899
C2 -2.246 -0.167 -0.438
O1 0.332 -0.026 -1.528
H4 -2.064 -0.263 -1.510
H5 -4.115 -0.335 -0.496
N2 -1.078 0.001 0.279
H6 0.989 0.047 1.570
N3 1.195 0.084 0.586
C3 0.178 0.016 -0.319
H7 3.025 1.061 0.629

These are the Mulliken partial charges, in e, on atoms 1 to 5: atom 1 (N): -0.657, atom 2 (H): 0.246, atom 3 (C): -0.801, atom 4 (H): 0.272, atom 5 (H): 0.305

=====

Entry ii
The molecule C3H7N3O. Source: OMol25; level of theory: ωB97M-V/def2-TZVPD.

Its lowest unoccupied orbital energy (spin up / spin down) is 0.267 / 0.267 eV. The total charge is 0.

Element x y z (Å)
C1 -0.812 0.047 -0.009
H1 -2.642 -0.733 -0.173
O1 -0.403 1.862 1.507
C2 -0.099 0.965 0.723
N1 1.470 0.618 0.836
H2 1.067 -1.936 -1.901
H3 -2.524 0.461 0.978
H4 2.030 1.308 0.335
H5 1.722 -0.322 0.510
H6 1.318 -0.106 -1.633
N2 -2.230 0.168 0.050
N3 -0.334 -1.033 -0.716
C3 0.742 -1.017 -1.414
H7 1.655 0.737 1.835

These are the Mulliken partial charges, in e, on atoms 1 to 5: atom 1 (C): 0.193, atom 2 (H): 0.255, atom 3 (O): -0.699, atom 4 (C): 0.429, atom 5 (N): -0.394

=====

It is entry i that is the most stable of them.

=====

Entry i
The molecule C3H7N3O. Source: OMol25; level of theory: ωB97M-V/def2-TZVPD.

Its lowest unoccupied orbital energy is 0.533 eV. The total charge is 0.

Element x y z (Å)
H1 2.316 -1.338 -0.798
N1 -0.665 1.538 -0.827
H2 1.635 1.233 1.191
N2 1.426 -0.916 -1.044
H3 -2.793 -1.261 1.649
C1 -2.376 -0.655 0.851
C2 -0.450 0.471 -0.185
N3 0.980 -0.148 0.017
O1 1.964 0.858 0.356
H4 0.189 1.959 -1.195
H5 1.546 -0.329 -1.867
H6 0.376 -0.717 0.961
H7 -3.051 -0.418 0.027
C3 -1.097 -0.278 0.865

These are the Mulliken partial charges, in e, on atoms 1 to 5: atom 1 (H): 0.264, atom 2 (N): -0.589, atom 3 (H): 0.389, atom 4 (N): -0.662, atom 5 (H): 0.265

=====

Entry ii
The molecule C3H7N3O. Source: OMol25; level of theory: ωB97M-V/def2-TZVPD.

Its lowest unoccupied orbital energy is 0.978 eV. The total charge is 0.

Element x y z (Å)
H1 -2.288 -0.437 0.689
N1 -1.057 1.876 -0.134
N2 -1.300 -0.474 0.436
H2 2.053 -0.912 -1.089
H3 1.071 1.248 -1.231
O1 -1.162 -1.716 -0.191
H4 1.495 0.049 1.623
C1 -0.619 0.672 -0.036
H5 -0.164 -1.857 0.019
C2 0.811 0.497 -0.435
H6 2.887 0.776 0.529
N3 1.475 -0.763 -0.305
H7 -2.069 1.994 -0.064
C3 1.889 0.231 0.650

These are the Mulliken partial charges, in e, on atoms 1 to 5: atom 1 (H): 0.246, atom 2 (N): -0.674, atom 3 (N): -0.206, atom 4 (H): 0.210, atom 5 (H): 0.342

=====

It is entry ii that is the most stable of them.

=====

Entry i
A cluster of 2 separate species, C3H7N3O in total. Source: OMol25; level of theory: ωB97M-V/def2-TZVPD.

Its lowest unoccupied orbital energy is 0.517 eV. The total charge is 0.

Element x y z (Å)
H1 -2.993 -0.946 -0.332
N1 -0.930 -1.121 0.103
H2 1.818 -0.283 0.722
C1 3.586 -0.270 -0.175
H3 -0.816 1.421 -0.300
H4 -1.524 1.394 1.299
C2 -1.975 -0.839 -0.855
N2 2.840 0.009 0.705
H5 -1.915 0.204 -1.112
N3 -0.277 -0.275 0.756
O1 4.525 -0.434 -0.806
C3 -0.688 1.154 0.722
H6 -1.913 -1.571 -1.743
H7 0.262 1.557 1.017

These are the Mulliken partial charges, in e, on atoms 1 to 5: atom 1 (H): 0.249, atom 2 (N): -0.237, atom 3 (H): 0.386, atom 4 (C): 0.476, atom 5 (H): 0.419

=====

Entry ii
The molecule C3H7N3O. Source: OMol25; level of theory: ωB97M-V/def2-TZVPD.

Its lowest unoccupied orbital energy is 0.737 eV. The total charge is 0.

Element x y z (Å)
H1 -1.777 0.928 1.144
H2 1.844 -1.109 1.093
H3 0.434 1.610 1.727
N1 0.275 0.461 1.393
H4 0.436 -0.614 -2.404
H5 -1.821 -0.006 -1.198
C1 -0.822 0.503 -0.782
N2 1.441 -0.020 0.686
O1 1.843 -1.703 -0.920
H6 -0.938 1.631 -1.071
N3 0.284 -0.224 -1.375
H7 -1.399 -0.791 1.386
C2 1.156 -0.809 -0.452
C3 -0.957 0.142 0.772

These are the Mulliken partial charges, in e, on atoms 1 to 5: atom 1 (H): 0.314, atom 2 (H): 0.347, atom 3 (H): 0.318, atom 4 (N): -0.244, atom 5 (H): 0.301

=====

Entry iii
The molecule C3H7N3O. Source: OMol25; level of theory: ωB97M-V/def2-TZVPD.

Its lowest unoccupied orbital energy is 0.785 eV. The total charge is 0.

Element x y z (Å)
H1 -2.456 0.916 -1.070
C1 -0.610 0.036 -0.469
C2 1.221 -0.461 2.239
H2 0.356 -0.696 2.883
H3 1.645 -0.066 -0.759
H4 1.934 1.407 -1.342
H5 -2.628 -0.594 -0.150
N1 1.135 -0.378 0.951
C3 -2.034 -0.080 -0.911
N2 -0.165 -0.652 0.544
H6 -2.075 -0.650 -1.843
H7 2.182 -0.277 2.740
N3 1.436 0.546 -1.564
O1 0.059 0.949 -1.249

These are the Mulliken partial charges, in e, on atoms 1 to 5: atom 1 (H): 0.296, atom 2 (C): 0.622, atom 3 (C): -0.343, atom 4 (H): 0.283, atom 5 (H): 0.517

=====

Entry iv
The molecule C3H7N3O. Source: OMol25; level of theory: ωB97M-V/def2-TZVPD.

Its lowest unoccupied orbital energy is 0.940 eV. The total charge is 0.

Element x y z (Å)
H1 1.777 1.731 -0.078
N1 -1.289 1.685 0.416
H2 0.031 -1.131 1.230
C1 -0.229 -0.660 0.283
H3 -2.028 -0.926 -0.811
C2 -0.253 0.827 0.244
C3 1.060 0.916 -0.104
H4 2.952 -1.267 -0.485
N2 1.291 -0.379 -0.414
H5 -1.314 2.537 -0.131
N3 -1.191 -1.367 -0.459
O1 2.443 -0.894 0.251
H6 -2.204 1.291 0.592
H7 -1.045 -2.364 -0.534

These are the Mulliken partial charges, in e, on atoms 1 to 5: atom 1 (H): 0.398, atom 2 (N): -0.489, atom 3 (H): 0.329, atom 4 (C): 0.160, atom 5 (H): 0.187

=====

It is entry i that is the most stable of them.